Record 1
Below is C3H5NO in the gas phase, with properties calculated with ωB97M-V/def2-TZVPD.

Results
E_HOMO   -9.297 eV
LUMO   -0.38 eV
ΔE to the lowest compared entry with this formula, charge and spin   3.678 eV
Kohn-Sham gap   8.916 eV

Atoms and positions in Å:
O -1.01 2.03 0.62
C -0.56 0.92 0.30
C -1.70 0.08 0.33
C 0.79 -0.85 -0.45
N 0.66 0.55 -0.13
H -1.88 -0.30 1.35
H -0.23 -1.26 -0.48
H 1.37 -1.39 0.31
H 1.22 -1.01 -1.44
H 1.34 1.24 -0.42

---

Record 2
Below is 8 unconnected molecules or ions with the total composition C22H43FNO21 at a distorted geometry, with properties calculated with ωB97M-V/def2-TZVPD.

Results
E_HOMO   -12.657 eV
LUMO   -1.55 eV
Charge   +1
Kohn-Sham gap   11.111 eV

Atoms and positions in Å:
N -0.59 0.08 -0.32
H 0.03 -0.41 0.30
H -1.31 -0.51 -0.70
H -0.01 0.47 -1.06
H -1.14 0.87 0.00
C 4.97 -2.12 -1.85
C 4.89 -1.01 -2.80
O 3.62 -0.49 -2.64
C 3.16 -0.90 -1.47
O 2.08 -0.63 -0.94
O 4.03 -1.72 -0.89
F 4.91 -1.48 -3.93
H 5.97 -2.03 -1.43
H 4.87 -3.14 -2.23
H 5.67 -0.25 -2.70
C -2.43 -6.19 0.53
O -1.11 -5.94 0.04
C -0.43 -4.88 0.27
O -0.65 -4.17 1.28
O 0.56 -4.89 -0.66
C 1.55 -3.95 -0.54
H -2.69 -5.76 1.50
H -2.71 -7.24 0.45
H -3.12 -5.75 -0.19
H 1.78 -3.73 0.50
H 1.11 -2.97 -0.74
H 2.45 -4.07 -1.14
C 2.74 2.94 -0.06
O 2.62 3.09 -1.47
C 1.62 2.58 -2.28
O 0.62 2.03 -1.86
O 1.71 2.92 -3.55
C 2.50 3.96 -3.99
H 2.07 2.22 0.40
H 2.50 3.94 0.32
H 3.78 2.79 0.20
H 2.28 4.29 -5.01
H 3.46 3.50 -4.19
H 2.48 4.84 -3.35
C 3.46 -1.53 4.21
O 2.86 -1.45 2.85
C 1.54 -1.30 2.69
O 1.05 -1.08 1.63
O 0.87 -1.27 3.88
C -0.46 -0.71 4.01
H 3.00 -2.34 4.76
H 3.30 -0.64 4.83
H 4.54 -1.69 4.24
H -0.94 -1.04 4.93
H -1.00 -1.02 3.11
H -0.48 0.38 3.96
C -3.01 -4.09 -2.31
O -3.29 -3.01 -3.21
C -2.89 -1.72 -2.84
O -2.34 -1.45 -1.74
O -3.24 -0.86 -3.73
C -3.41 0.49 -3.35
H -3.23 -5.05 -2.76
H -3.52 -3.92 -1.36
H -1.96 -4.23 -2.08
H -2.52 0.95 -2.92
H -4.16 0.44 -2.56
H -3.76 1.18 -4.12
C -3.65 2.74 3.04
O -3.89 1.30 3.10
C -3.42 0.50 2.11
O -2.91 0.82 0.97
O -3.75 -0.79 2.50
C -3.32 -1.99 1.83
H -2.63 2.89 3.40
H -4.24 3.29 3.76
H -3.60 3.10 2.01
H -4.06 -2.68 2.24
H -2.56 -2.63 2.26
H -3.44 -1.92 0.74
C 0.74 6.26 0.29
C -0.43 5.37 0.74
C -1.10 4.54 -0.35
O -1.13 3.30 0.29
C -0.43 3.20 1.43
O -0.19 2.16 1.96
O 0.07 4.43 1.72
H 0.74 6.97 -0.54
H 1.39 5.52 -0.18
H 1.27 6.77 1.09
H -0.97 6.04 1.41
H -0.65 4.50 -1.34
H -2.11 4.95 -0.35

---

Record 3
Below is a molecular structure, C27H41HfN3P at a distorted geometry, with properties calculated with ωB97M-V/def2-TZVPD.

Results
E_HOMO (alpha / beta)   -9.266 / -9.267 eV
LUMO (alpha / beta)   -4.04 / -4.04 eV
Charge   +1
Kohn-Sham gap (alpha / beta)   5.223 / 5.225 eV

Atoms and positions in Å:
C 0.91 -2.79 0.17
C 1.90 -2.15 -0.65
C 1.38 -2.04 -1.98
C 0.02 -2.51 -1.96
C -0.26 -3.03 -0.64
Hf -0.18 -0.60 -0.44
C -2.55 1.67 -1.19
C -2.25 0.51 -0.14
H -2.45 0.78 0.91
C -2.39 -0.90 -0.38
H -2.86 -1.30 -1.28
H -2.63 -1.51 0.49
C -3.38 2.81 -0.53
H -2.81 3.29 0.29
H -3.62 3.54 -1.31
H -4.29 2.34 -0.14
C -3.24 1.06 -2.42
H -2.62 0.30 -2.88
H -4.19 0.65 -2.10
H -3.40 1.83 -3.17
C 3.32 -1.87 -0.29
H 3.55 -2.11 0.76
H 4.03 -2.44 -0.91
H 3.58 -0.81 -0.42
C 2.22 -1.77 -3.18
H 2.57 -0.73 -3.23
H 3.12 -2.40 -3.20
H 1.66 -1.97 -4.10
C -0.86 -2.60 -3.16
H -0.96 -1.63 -3.68
H -0.43 -3.33 -3.86
H -1.87 -2.94 -2.87
C -1.39 -3.91 -0.26
H -2.30 -3.66 -0.82
H -1.14 -4.96 -0.47
H -1.61 -3.82 0.82
C 1.18 -3.39 1.50
H 0.26 -3.50 2.08
H 1.59 -4.40 1.38
H 1.89 -2.82 2.10
C -0.21 1.21 -1.78
C -1.52 2.15 -1.78
C 0.45 1.18 -3.03
C -1.25 3.35 -2.46
H 0.28 1.70 -1.07
C 0.32 2.25 -3.95
H 1.04 0.38 -3.44
C -0.40 3.34 -3.59
H -1.85 4.25 -2.23
H 0.87 2.32 -4.86
H -0.42 4.23 -4.18
C 2.13 0.52 4.43
N 2.55 1.42 3.36
C 1.82 2.72 3.50
N 0.35 2.54 3.51
C -0.03 1.60 4.58
N 0.65 0.28 4.47
C 0.19 -0.48 3.29
P 0.56 0.44 1.72
C 2.36 0.84 2.04
C -0.14 2.11 2.20
H 2.41 0.97 5.40
H 2.63 -0.45 4.29
H 2.09 3.37 2.65
H 2.11 3.15 4.47
H -1.11 1.43 4.54
H 0.27 2.04 5.54
H 0.68 -1.46 3.30
H -0.90 -0.63 3.40
H 2.70 1.54 1.26
H 2.95 -0.08 1.94
H -1.24 2.05 2.22
H 0.14 2.84 1.43